53
Properties=species:S:1:pos:R:3 method="wB97M-V/def2-TZVPD" charge=0 gap_ev=10.08 de_lowest_kcal_mol=36.85 molar_mass_g_mol=335.3 spin_multiplicity=1
C 1.053 -0.832 1.988
C 2.456 -0.428 2.396
C 2.623 1.036 2.789
O 2.427 1.782 1.587
N 0.592 0.033 0.899
C 0.737 -0.183 -0.419
O 1.236 -1.419 -0.675
O 0.153 0.449 -1.284
H 0.295 -0.675 2.759
H 1.036 -1.870 1.681
H 2.966 -1.030 3.150
H 3.105 -0.590 1.526
H 1.813 1.292 3.478
H 3.577 1.228 3.259
H 2.158 2.684 1.727
H 0.208 0.918 1.162
H 2.142 -1.411 -1.062
H -1.767 0.022 -1.553
H -1.998 -0.804 -2.739
O -2.174 0.084 -2.430
H -4.185 -1.439 -1.059
H -3.379 -2.147 -2.076
O -3.974 -2.337 -1.347
H -1.822 -2.599 1.423
H -2.779 -3.728 1.621
O -2.294 -3.058 2.118
H -3.780 -0.679 1.837
H -4.157 -2.054 1.197
O -4.188 -1.104 1.085
H -1.020 1.726 -0.919
H -2.240 2.229 0.012
O -1.345 2.412 -0.296
H -3.689 3.381 -0.677
H -4.644 2.240 -0.928
O -4.277 2.773 -0.223
H 3.670 0.334 -1.013
H 4.580 -0.854 -0.865
O 3.788 -0.579 -1.333
H 1.183 2.177 -1.545
H 1.912 3.438 -1.430
O 1.977 2.601 -1.910
H -0.188 -3.087 -1.819
H -1.330 -3.453 -2.826
O -1.141 -3.090 -1.956
H -1.980 0.743 2.065
H -1.396 2.141 1.911
O -1.562 1.450 2.563
H 1.504 -0.684 -4.275
H 0.346 -1.011 -3.318
O 1.113 -1.391 -3.755
H 3.815 1.704 0.478
H 4.470 2.260 -0.705
O 4.371 1.402 -0.273